1.
C29H26ClN4PPdS2 as an isolated structure, computed with wB97M-V/def2-TZVPD.

The value obtained for the calculated total energy is -3063.94448 Ha. Its HOMO-LUMO gap (spin up / spin down) is 6.975 / 3.918 eV. As for the spin multiplicity: 5. Its expectation value of S² is 6.05. The net charge is +4. The LUMO energy (spin up / spin down) comes out at -11.58 / -15.08 eV. As for the energy above the lowest of the compared OMol25 structures with the same formula, charge and spin: 28.7 kJ/mol.

Each line ends with the Mulliken spin population.
Element x y z (Å)
Pd  -0.0181  0.0569  -1.1444  1.040
Cl  2.3891  -0.3527  -1.4170  0.086
C  3.1715  -0.1744  0.1286  -0.001
C  4.5424  -0.0442  0.1835  0.003
C  5.1480  0.1258  1.4258  0.032
C  4.3879  0.1676  2.5875  -0.005
C  3.0106  0.0110  2.5241  0.020
C  2.3881  -0.1845  1.2918  0.078
P  0.6240  -0.5283  1.1648  0.239
C  -0.1384  -0.2503  2.7671  0.079
C  -0.4868  -1.3036  3.6152  0.027
C  -1.0222  -1.0092  4.8590  -0.001
C  -1.2505  0.3124  5.2273  0.048
C  -0.9071  1.3615  4.3787  -0.011
C  -0.3686  1.0827  3.1358  0.026
C  0.4603  -2.2614  0.6821  0.101
C  -0.8102  -2.6831  0.2401  0.060
C  -0.9950  -3.9867  -0.1903  -0.036
C  0.0778  -4.8728  -0.1795  0.075
C  1.3343  -4.4537  0.2553  0.013
C  1.5392  -3.1510  0.6741  0.023
H  5.1389  -0.0710  -0.7195  -0.001
H  6.2230  0.2350  1.4805  0.001
H  4.8671  0.3153  3.5456  0.000
H  2.4227  0.0107  3.4328  0.005
H  -0.3256  -2.3333  3.3214  0.001
H  -1.2633  -1.8126  5.5418  0.002
H  -1.7179  0.5290  6.1792  0.001
H  -1.0552  2.3862  4.6911  0.000
H  -0.1093  1.8826  2.4503  -0.012
H  -1.6586  -2.0115  0.3253  0.002
H  -1.9746  -4.3329  -0.4948  -0.006
H  -0.0723  -5.9014  -0.4802  0.001
H  2.1565  -5.1574  0.2725  0.001
H  2.5189  -2.8397  1.0123  -0.002
C  2.1344  5.7832  -0.2089  0.040
C  0.7831  5.0728  0.0227  0.029
C  0.4261  4.1436  -1.0558  0.178
N  0.2778  2.8200  -0.9223  0.145
N  -0.0305  2.1906  -2.0365  0.350
C  -0.1315  3.0433  -3.0934  0.056
N  -0.4222  2.6561  -4.3080  0.279
S  0.1729  4.7092  -2.6769  -0.016
H  2.3221  6.4565  0.6235  -0.001
H  2.1319  6.3862  -1.1185  -0.001
H  2.9517  5.0672  -0.2865  0.000
H  0.0130  5.8549  0.0604  0.019
H  0.7703  4.5458  0.9757  0.005
H  -0.4866  1.6735  -4.5538  -0.010
H  -0.4713  3.3265  -5.0725  -0.011
S  -4.7335  0.2207  -1.4780  0.168
C  -3.0956  0.6075  -1.1617  -0.062
N  -2.1964  -0.1655  -1.7225  0.142
C  -2.8034  -1.1552  -2.4623  0.130
C  -2.1563  -2.1749  -3.1944  0.207
C  -2.9262  -3.1162  -3.9055  0.036
C  -4.3026  -3.0579  -3.8817  0.140
C  -4.9698  -2.0543  -3.1359  0.227
C  -4.1994  -1.1005  -2.4447  0.055
H  -2.8335  1.4432  -0.5271  -0.004
H  -1.0726  -2.2196  -3.2059  0.010
H  -2.4389  -3.8943  -4.4786  0.003
H  -4.8855  -3.7874  -4.4302  0.005
H  -6.0539  -2.0360  -3.0886  -0.007


2.
C29H26CrN4O7PS as an isolated structure, computed with wB97M-V/def2-TZVPD.

The value obtained for the calculated total energy is -3650.67055 Ha. Its HOMO-LUMO gap (spin up / spin down) is 7.231 / 8.611 eV. As for the spin multiplicity: 5. Its expectation value of S² is 6.01. The net charge is -1. The LUMO energy (spin up / spin down) comes out at 2.61 / 2.61 eV. As for the energy above the lowest of the compared OMol25 structures with the same formula, charge and spin: 0.0 kJ/mol.

Each line ends with the Mulliken spin population.
Element x y z (Å)
Cr  -0.6284  1.2278  -0.7573  3.917
O  3.1809  1.7593  3.2816  0.001
S  2.5957  2.8593  2.5483  0.000
O  3.5325  3.8741  2.1302  0.001
N  1.6556  2.3245  1.3214  0.018
C  0.3964  2.6320  1.5364  -0.011
O  -0.5574  2.3779  0.7522  -0.030
C  0.1159  3.3171  2.8166  -0.008
C  -1.1298  3.6416  3.3350  0.002
C  -1.1810  4.2337  4.5849  -0.001
C  -0.0155  4.5042  5.2943  0.002
C  1.2319  4.1760  4.7721  0.000
C  1.2710  3.5745  3.5381  -0.002
H  -2.0156  3.4062  2.7667  0.004
H  -2.1394  4.4846  5.0181  0.000
H  -0.0852  4.9633  6.2700  0.000
H  2.1402  4.3809  5.3194  0.000
C  -1.3222  -1.4469  1.1982  0.008
P  0.3212  -0.9938  0.4798  -0.035
C  1.3247  -1.9379  1.6993  0.054
C  2.0506  -1.2629  2.6709  -0.015
C  2.7137  -1.9790  3.6537  0.000
C  2.6701  -3.3632  3.6629  0.001
C  1.9786  -4.0383  2.6697  0.001
C  1.3086  -3.3285  1.6942  -0.002
C  0.4575  -2.1749  -0.9193  0.011
C  -0.5977  -2.9463  -1.3910  0.009
C  -0.4316  -3.7700  -2.4885  0.001
C  0.7844  -3.8146  -3.1450  -0.001
C  1.8438  -3.0426  -2.6936  0.003
C  1.6816  -2.2344  -1.5846  -0.015
H  -1.3587  -2.4906  1.5205  0.004
H  -2.0980  -1.2439  0.4603  -0.001
H  -1.5064  -0.7923  2.0515  0.002
H  2.1171  -0.1838  2.6551  0.007
H  3.2697  -1.4489  4.4121  0.000
H  3.1782  -3.9212  4.4378  0.000
H  1.9606  -5.1201  2.6578  0.000
H  0.7722  -3.8523  0.9156  0.000
H  -1.5581  -2.9096  -0.9052  0.001
H  -1.2596  -4.3745  -2.8321  0.000
H  0.9077  -4.4530  -4.0069  0.000
H  2.7919  -3.0699  -3.2150  0.000
H  2.5033  -1.6320  -1.2205  0.003
O  -2.3955  2.0874  -2.9148  0.014
C  -3.0853  1.6035  -2.0329  0.011
C  -4.5640  1.2549  -2.1280  -0.002
C  -4.9445  0.9424  -0.6884  0.000
C  -3.6093  1.0253  0.0616  0.009
O  -3.4715  0.8560  1.2596  0.013
N  -2.6146  1.3286  -0.7983  0.021
H  -4.6452  0.3745  -2.7663  0.000
H  -5.1297  2.0714  -2.5746  -0.001
H  -5.3559  -0.0602  -0.5634  0.000
H  -5.6502  1.6564  -0.2631  0.001
C  2.8039  0.7575  -3.9611  0.001
N  1.4740  0.2222  -3.7987  -0.004
C  0.7872  -0.3984  -4.8014  -0.003
C  -0.4813  -0.8133  -4.6208  0.000
C  -1.1592  -0.5789  -3.3515  0.043
O  -2.2967  -0.9635  -3.1003  0.014
N  -0.4396  0.1239  -2.4196  -0.034
C  0.8056  0.5255  -2.6340  -0.040
O  1.3741  1.1866  -1.7445  0.025
H  3.2728  0.3053  -4.8335  0.000
H  3.3887  0.5480  -3.0643  0.000
H  2.7628  1.8425  -4.0820  0.000
H  1.3312  -0.5175  -5.7299  0.000
H  -1.0291  -1.2917  -5.4156  -0.001


3.
C29H26N7O5V as an isolated structure, computed with wB97M-V/def2-TZVPD.

The value obtained for the calculated total energy is -2823.97424 Ha. Its HOMO-LUMO gap (spin up / spin down) is 5.574 / 5.347 eV. As for the spin multiplicity: 3. Its expectation value of S² is 2.01. The net charge is +2. The LUMO energy (spin up / spin down) comes out at -6.33 / -6.56 eV.

Each line ends with the Mulliken spin population.
Element x y z (Å)
V  -2.1350  -0.2656  2.4801  2.049
O  -1.9625  4.0149  2.8438  0.003
C  -2.2606  2.7505  2.7465  -0.009
O  -1.4349  1.8394  2.7613  -0.017
C  -3.6873  2.4066  2.6208  0.038
C  -4.7636  3.2688  2.6208  -0.001
C  -6.0390  2.7152  2.5047  0.009
C  -6.1803  1.3419  2.3946  -0.004
C  -5.0337  0.5573  2.4016  0.036
N  -3.8226  1.0803  2.5142  -0.041
C  -4.9935  -0.9490  2.2907  -0.007
O  -5.9938  -1.6071  2.2059  0.016
O  -3.7589  -1.3806  2.2959  -0.022
H  -1.0031  4.1494  2.9255  0.000
H  -4.6121  4.3354  2.7099  0.000
H  -6.9093  3.3572  2.5032  0.000
H  -7.1438  0.8588  2.3043  0.000
N  -2.2402  -0.5385  4.6538  -0.012
C  -2.3058  -1.9974  4.9466  0.000
C  -1.2679  -2.7102  4.1036  0.004
N  -1.4966  -2.3785  2.6805  -0.015
H  -1.4536  -0.1288  5.1523  0.005
H  -3.0653  -0.0896  5.0440  0.005
H  -3.3031  -2.3437  4.6790  0.000
H  -2.1436  -2.2003  6.0052  0.000
H  -1.3149  -3.7855  4.2794  -0.001
H  -0.2640  -2.3788  4.3757  -0.002
H  -2.3148  -2.8768  2.3365  0.003
H  -0.6993  -2.6698  2.1237  0.005
C  6.8132  -0.0184  -8.0031  0.000
O  7.0757  -0.0112  -6.6046  0.000
C  6.0443  -0.0283  -5.7553  0.000
C  4.7026  -0.0494  -6.1416  0.000
C  3.7141  -0.0671  -5.1747  0.000
C  4.0294  -0.0643  -3.8189  0.000
C  5.3799  -0.0413  -3.4427  0.000
C  6.3699  -0.0234  -4.3919  0.000
C  3.0137  -0.0872  -2.7817  -0.001
N  3.2526  -0.0726  -1.4833  0.000
C  2.0342  -0.1070  -0.8873  -0.001
C  1.0168  -0.1463  -1.8269  -0.002
N  1.6623  -0.1306  -3.0336  0.000
C  -0.3586  -0.1842  -1.4736  -0.007
C  -1.4434  -0.2196  -2.3677  0.016
C  -2.7237  -0.2594  -1.8764  -0.004
C  -2.9267  -0.2577  -0.4953  0.024
N  -1.9255  -0.2147  0.3712  -0.083
C  -0.6534  -0.1862  -0.0947  -0.009
C  0.3934  -0.1681  0.8911  0.042
N  0.0198  -0.2005  2.1930  -0.027
C  0.9593  -0.1423  3.1224  0.010
C  2.3228  -0.0786  2.8276  0.002
C  2.7210  -0.0733  1.5132  0.003
C  1.7430  -0.1156  0.5091  -0.002
H  7.7838  -0.0044  -8.4875  0.000
H  6.2466  0.8663  -8.2995  0.000
H  6.2745  -0.9218  -8.2953  0.000
H  4.4246  -0.0521  -7.1847  0.000
H  2.6838  -0.0817  -5.5119  0.000
H  5.6309  -0.0389  -2.3915  0.000
H  7.4148  -0.0065  -4.1147  0.000
H  1.2456  -0.1572  -3.9480  0.000
H  -1.2710  -0.2212  -3.4360  0.001
H  -3.5762  -0.2966  -2.5389  0.000
H  -3.9266  -0.3065  -0.0872  -0.001
H  0.6314  -0.1390  4.1545  -0.001
H  3.0400  -0.0361  3.6345  0.000
H  3.7640  -0.0329  1.2279  0.000